## P
DFT (wB97M-V/def2-TZVPD) results for a cluster of 2 separate species, C3H10NO in total.

- <S²>: 0.75
- HOMO-LUMO gap (alpha / beta): 4.049 / 9.804 eV
- Highest occupied orbital energy (alpha / beta): -3.21 / -9.03 eV
- 2S+1: 2

Each line ends with the Löwdin spin population.
Element x y z (Å)
H (-0.185, -2.627, 0.835)  0.017
C (-1.265, -0.478, -1.125)  0.186
O (0.102, -1.735, 0.781)  0.073
H (-0.395, -0.219, -1.621)  0.029
H (0.893, 1.485, -1.251)  0.030
H (0.885, 2.610, 0.274)  0.017
N (1.213, 0.510, 0.583)  0.123
H (0.537, -0.211, 0.512)  0.020
H (2.196, 0.181, 0.344)  0.089
H (-1.869, -1.562, 0.718)  0.014
H (-0.426, 1.381, 0.134)  0.044
C (0.628, 1.682, -0.208)  0.090
C (-1.119, -1.192, 0.063)  0.183
H (-2.328, -0.547, -1.579)  0.023
H (1.135, 0.721, 1.542)  0.061



## Q
DFT (wB97M-V/def2-TZVPD) results for a cluster of 2 separate species, C3H10NO in total.

- <S²>: 0.75
- HOMO-LUMO gap (alpha / beta): 4.149 / 10.009 eV
- Highest occupied orbital energy (alpha / beta): -3.24 / -9.32 eV
- 2S+1: 2

Each line ends with the Löwdin spin population.
Element x y z (Å)
H (0.186, -0.476, -1.408)  0.101
C (-0.224, -0.028, 0.385)  0.219
N (-0.286, -0.980, -0.661)  0.179
H (2.289, -3.192, -1.804)  0.016
H (0.036, 2.837, 1.344)  0.008
H (0.331, -1.915, -0.410)  0.104
H (-1.252, -1.180, -0.795)  0.051
H (2.872, -2.204, -0.824)  0.023
C (-0.984, 2.283, 1.137)  0.024
H (-1.122, 2.151, 2.198)  0.005
H (0.602, -0.043, 0.997)  0.036
H (-1.629, 3.011, 0.899)  0.001
H (-1.962, 1.055, -0.134)  0.025
O (2.156, -2.361, -1.394)  0.097
C (-1.013, 1.040, 0.470)  0.111



Most stable = Q



## P
DFT (wB97M-V/def2-TZVPD) results for a cluster of 2 separate species, C16H17NO in total.

- HOMO-LUMO gap: 8.636 eV
- Highest occupied orbital energy: -7.85 eV

Each line ends with the natural charge from an NBO analysis.
Element x y z (Å)
C (2.565, 1.778, 0.040)  0.297
H (0.544, 4.325, 3.551)  0.218
O (3.439, 1.113, -0.778)  -0.674
C (-0.020, 3.936, 2.698)  -0.623
C (1.749, 3.892, 0.844)  -0.184
H (1.928, 0.032, 1.058)  0.214
C (-0.687, -3.687, -2.459)  -0.225
H (1.708, 4.970, 0.763)  0.212
H (0.282, 0.402, -1.529)  0.214
N (-2.577, -1.888, 0.754)  -0.537
H (-2.313, -4.736, 0.340)  0.215
C (1.750, 1.093, 0.945)  -0.283
H (3.268, 3.730, -0.597)  0.224
H (-0.723, 3.224, 3.135)  0.209
H (3.492, 0.189, -0.530)  0.478
C (-2.191, -0.582, 0.550)  -0.033
C (-0.526, -2.361, -2.125)  -0.205
H (-0.061, -1.603, -2.757)  0.209
C (-1.927, -4.037, -0.396)  -0.239
H (-2.566, 0.268, 1.100)  0.208
H (-0.493, 1.450, -0.297)  0.232
H (0.336, 1.327, 2.516)  0.209
C (-0.651, 0.724, -1.079)  -0.633
C (-1.172, -1.824, -1.006)  -0.092
H (-3.476, -2.098, 1.154)  0.407
C (-1.988, -2.659, -0.225)  0.131
H (-1.246, 1.118, -1.908)  0.216
C (2.653, 3.147, 0.074)  -0.265
H (-0.613, 4.708, 2.219)  0.216
C (0.985, 1.846, 1.821)  -0.188
C (-1.324, -4.532, -1.531)  -0.220
C (0.898, 3.235, 1.716)  -0.059
H (-1.297, -5.585, -1.781)  0.211
H (-0.333, -4.070, -3.403)  0.212
C (-1.334, -0.483, -0.494)  -0.072



## Q
DFT (wB97M-V/def2-TZVPD) results for a cluster of 2 separate species, C16H17NO in total.

- HOMO-LUMO gap: 8.361 eV
- Highest occupied orbital energy: -7.67 eV

Each line ends with the natural charge from an NBO analysis.
Element x y z (Å)
C (0.894, -1.355, -1.575)  0.013
N (-0.032, -1.985, -0.742)  -0.547
C (3.045, -0.065, -1.604)  -0.623
H (3.513, 0.729, -1.065)  0.218
C (1.976, -1.370, 0.393)  -0.078
H (3.711, -0.747, 1.506)  0.216
H (0.185, 1.642, -1.732)  0.214
H (-0.245, 0.565, 0.277)  0.219
C (2.876, -1.455, 1.448)  -0.229
H (-1.759, 1.502, 2.781)  0.226
O (-1.687, 2.980, -3.233)  -0.682
C (1.287, -2.873, 2.691)  -0.237
C (-1.751, 2.472, -2.007)  0.301
H (-3.850, 3.199, -2.052)  0.234
C (0.423, -2.855, 1.617)  -0.225
H (0.562, -1.286, -2.652)  0.208
C (2.005, -0.768, -0.880)  -0.119
H (-0.564, -3.329, 1.653)  0.207
H (-2.435, 0.026, 2.052)  0.214
H (2.581, 0.408, -2.579)  0.209
C (0.692, -2.094, 0.472)  0.134
C (-3.093, 2.342, -0.105)  -0.169
C (-2.231, 1.392, 0.512)  -0.082
C (-0.803, 1.655, -1.452)  -0.316
H (-0.943, -2.285, -0.990)  0.426
H (3.882, -0.664, -1.890)  0.218
C (-2.424, 1.142, 1.983)  -0.640
H (-4.039, 2.498, 0.391)  0.197
C (-1.099, 1.096, -0.174)  -0.163
H (1.036, -3.407, 3.690)  0.223
H (3.098, -2.036, 3.460)  0.207
C (-3.057, 2.684, -1.482)  -0.255
C (2.491, -2.149, 2.584)  -0.216
H (-0.809, 3.134, -3.611)  0.482
H (-3.437, 1.255, 2.317)  0.216



Most stable = P



## P
DFT (wB97M-V/def2-TZVPD) results for a cluster of 2 separate species, C16H17NO in total.

- HOMO-LUMO gap: 8.150 eV
- Highest occupied orbital energy: -7.46 eV

Each line ends with the natural charge from an NBO analysis.
Element x y z (Å)
H (4.529, -3.451, -2.030)  0.218
H (0.057, 1.653, 1.373)  0.237
C (-2.715, -1.030, 2.279)  -0.213
H (2.809, 2.553, -0.705)  0.486
C (-1.403, -1.196, 2.665)  -0.256
H (0.433, 0.190, -1.544)  0.232
C (-2.565, 3.327, -0.403)  -0.635
C (-2.793, 1.990, 0.190)  -0.118
H (-5.049, -0.302, 0.785)  0.402
C (-4.053, 1.373, -0.087)  0.002
C (3.120, -1.961, -1.438)  -0.082
O (1.948, 1.874, -0.573)  -0.696
H (0.478, -0.363, 2.781)  0.201
C (2.287, 0.588, -0.823)  0.301
C (-2.967, -0.036, 1.371)  0.119
H (4.973, -1.394, -0.292)  0.211
H (4.257, 0.961, 0.074)  0.216
H (-1.500, 3.634, -0.350)  0.224
C (1.341, -0.253, -1.342)  -0.275
C (-0.546, -0.223, 2.273)  -0.209
C (1.820, -1.568, -1.672)  -0.161
H (2.796, -3.510, -2.756)  0.211
C (3.978, -1.095, -0.738)  -0.170
H (-2.717, 3.404, -1.603)  0.215
C (-2.088, 1.009, 0.955)  -0.067
C (3.417, -3.394, -1.814)  -0.616
H (-3.512, -1.753, 2.475)  0.208
H (2.999, -4.063, -1.129)  0.219
C (-0.718, 0.908, 1.540)  -0.210
H (1.225, -2.304, -2.239)  0.206
C (3.637, 0.293, -0.580)  -0.299
H (-3.123, 4.129, 0.096)  0.222
N (-4.145, 0.104, 0.478)  -0.550
H (-1.382, -1.848, 3.528)  0.221
H (-4.828, 1.752, -0.746)  0.206



## Q
DFT (wB97M-V/def2-TZVPD) results for a cluster of 2 separate species, C16H17NO in total.

- HOMO-LUMO gap: 7.906 eV
- Highest occupied orbital energy: -7.07 eV

Each line ends with the natural charge from an NBO analysis.
Element x y z (Å)
C (1.750, 3.791, 0.359)  -0.088
H (3.283, 1.282, 1.913)  0.422
H (-3.706, -1.444, 0.797)  0.480
N (2.647, 1.911, 1.298)  -0.566
C (1.244, 1.614, 1.095)  0.223
H (3.865, 3.670, 0.897)  0.212
H (1.623, 5.675, 0.834)  0.223
H (-2.443, 1.860, -0.066)  0.205
H (1.432, -4.845, -1.514)  0.221
H (0.593, 5.360, -0.573)  0.215
O (-2.784, -1.406, 1.048)  -0.728
H (2.285, 5.579, -0.786)  0.215
H (-0.785, -5.256, 0.254)  0.206
C (0.417, 0.492, 1.396)  -0.277
C (-0.377, -3.814, -1.208)  -0.045
H (0.096, -2.151, -2.372)  0.202
C (-0.543, -2.481, -1.555)  -0.182
H (-1.583, -0.617, -1.273)  0.241
C (0.666, 2.832, 0.462)  -0.123
H (0.610, -0.351, 2.031)  0.220
H (-0.038, -5.309, -2.616)  0.221
H (-1.551, -0.110, 1.292)  0.245
C (0.547, -4.520, -2.076)  -0.635
C (-1.399, -1.606, -0.910)  -0.238
C (-2.086, -2.214, 0.108)  0.254
H (1.080, -4.014, -2.833)  0.223
C (1.575, 5.195, -0.154)  -0.632
C (2.907, 3.136, 0.884)  -0.035
H (-2.283, -3.696, 1.595)  0.228
C (-0.977, -4.245, -0.024)  -0.195
C (-0.656, 2.890, 0.061)  -0.204
C (-1.860, -3.448, 0.653)  -0.239
C (-0.940, 0.688, 0.974)  -0.239
C (-1.467, 1.784, 0.407)  -0.240
H (-1.140, 3.765, -0.396)  0.210



Most stable = Q



## P
DFT (wB97M-V/def2-TZVPD) results for a cluster of 2 separate species, CH2BrCl2P in total.

- HOMO-LUMO gap (alpha / beta): 7.364 / 7.365 eV
- Highest occupied orbital energy (alpha / beta): -10.34 / -10.34 eV

Each line ends with the natural charge from an NBO analysis.
Element x y z (Å)
C (1.524, -0.173, 0.427)  -0.458
Br (1.539, 1.531, -1.821)  -0.255
Cl (-0.074, -2.242, -0.680)  -0.306
H (2.178, 0.201, 1.251)  0.230
P (1.958, -1.735, -0.417)  0.862
H (0.527, -0.099, 0.617)  0.196
Cl (2.087, -3.072, 1.127)  -0.269



## Q
DFT (wB97M-V/def2-TZVPD) results for a structure of composition CH2BrCl2P.

- HOMO-LUMO gap (alpha / beta): 7.359 / 7.732 eV
- Highest occupied orbital energy (alpha / beta): -7.74 / -8.55 eV

Each line ends with the natural charge from an NBO analysis.
Element x y z (Å)
Cl (-0.191, -1.516, -2.551)  -0.285
P (1.308, -0.310, -1.985)  0.522
Cl (0.451, 1.475, -1.883)  -0.279
H (-1.418, -0.531, 1.910)  0.207
C (-0.571, 0.198, 1.604)  -0.493
Br (1.014, -0.454, 0.973)  0.159
H (-0.593, 1.140, 1.930)  0.169



Most stable = P



## P
DFT (wB97M-V/def2-TZVPD) results for a cluster of 5 separate species, H10O5 in total.

- HOMO-LUMO gap: 10.993 eV
- Highest occupied orbital energy: -10.89 eV

Each line ends with the natural charge from an NBO analysis.
Element x y z (Å)
H (-19.804, -2.381, -4.496)  0.489
O (-23.771, -3.023, -3.729)  -0.952
H (-23.643, -3.254, -4.649)  0.475
O (-22.873, -3.705, -6.628)  -0.969
H (-20.499, -5.701, -5.507)  0.472
H (-19.854, -2.839, -5.938)  0.470
H (-22.694, -3.694, -7.568)  0.477
H (-24.066, -2.112, -3.750)  0.474
H (-22.030, -3.501, -6.221)  0.490
H (-20.631, -7.101, -6.069)  0.466
O (-20.288, -2.952, -5.092)  -0.954
H (-25.978, -3.158, -4.917)  0.477
O (-20.033, -6.534, -5.582)  -0.938
H (-25.337, -2.682, -6.204)  0.471
O (-25.958, -2.419, -5.524)  -0.948



## Q
DFT (wB97M-V/def2-TZVPD) results for a structure of composition H10O5.

- HOMO-LUMO gap: 9.825 eV
- Highest occupied orbital energy: -9.27 eV

Each line ends with the natural charge from an NBO analysis.
Element x y z (Å)
H (1.146, 1.874, -1.232)  0.498
H (1.909, 0.701, -0.656)  0.508
O (-0.488, -1.985, 1.621)  -0.896
H (-1.277, -2.427, 1.309)  0.499
H (-0.289, 2.076, -0.334)  0.466
H (0.230, -2.431, 1.172)  0.509
H (0.068, -0.884, -0.465)  0.426
O (-0.527, 2.940, 0.001)  -0.950
O (0.306, -1.668, -0.961)  -1.066
H (0.132, -1.436, -1.873)  0.443
H (-0.384, -0.807, 1.156)  0.478
O (1.055, 1.133, -0.634)  -0.966
H (-1.459, 2.869, 0.208)  0.469
O (-0.465, -0.382, 0.302)  -0.894
H (0.041, 0.426, 0.388)  0.474



Most stable = P



## P
DFT (wB97M-V/def2-TZVPD) results for a cluster of 5 separate species, H10O5 in total.

- HOMO-LUMO gap: 11.969 eV
- Highest occupied orbital energy: -11.51 eV

Each line ends with the natural charge from an NBO analysis.
Element x y z (Å)
O (1.271, 0.070, -0.274)  -0.970
O (-0.982, -1.003, 1.407)  -0.977
H (1.063, -0.357, -2.147)  0.494
H (1.395, 0.921, -2.954)  0.468
O (0.475, 0.420, 3.364)  -0.939
H (-0.809, 0.276, -1.525)  0.484
H (0.654, -0.068, 2.573)  0.469
H (1.333, 0.413, 3.806)  0.469
H (-1.517, -0.231, 1.710)  0.485
H (0.872, 0.966, -0.233)  0.470
H (0.696, -0.381, 0.400)  0.500
O (-1.762, 0.053, -1.403)  -0.973
O (0.962, 0.074, -2.991)  -0.968
H (-2.088, 0.025, -2.304)  0.482
H (-1.562, -1.178, 0.569)  0.504



## Q
DFT (wB97M-V/def2-TZVPD) results for a structure of composition H10O5.

- HOMO-LUMO gap: 4.686 eV
- Highest occupied orbital energy: -10.73 eV

Each line ends with the natural charge from an NBO analysis.
Element x y z (Å)
H (-0.769, -3.120, 0.688)  -0.008
H (1.522, -0.032, 0.534)  0.483
O (0.252, 1.211, -1.606)  -0.750
H (0.098, 0.495, 1.024)  0.433
O (-0.909, 0.920, 1.132)  -0.825
O (-1.644, -0.301, -0.710)  -0.898
H (3.402, 0.331, -0.664)  0.464
H (1.137, 0.853, -1.432)  0.491
H (-0.477, -2.518, 1.058)  0.008
H (-1.370, 0.402, 0.246)  0.466
H (-0.392, 0.525, -1.329)  0.491
O (2.444, 0.235, -0.741)  -0.771
H (-1.526, 1.502, 1.590)  0.510
O (0.792, -0.167, 1.199)  -0.571
H (-2.560, -0.338, -0.990)  0.477



Most stable = P